This record from the Open Molecules 2025 dataset describes a cluster of 10 separate species, C16H55BO17 in total at a distorted geometry. The level of theory is ωB97M-V/def2-TZVPD.

The geometry in XYZ format:
```
89
Properties=species:S:1:pos:R:3:forces:R:3
O -0.314 0.185 2.554 0.6 0.6 1.4
H -1.252 0.059 2.853 -0.6 -0.3 -0.4
H -0.194 -0.008 1.554 -0.3 0.0 -0.5
H -0.120 1.132 2.687 0.1 0.1 -0.3
B -0.165 -0.530 -0.080 0.2 -0.2 -0.4
H -0.476 -0.432 -1.171 -0.3 0.4 -2.0
H 0.301 0.439 0.293 1.1 1.8 0.3
H -1.137 -0.652 0.501 -1.8 -0.8 1.0
H 0.577 -1.384 -0.019 1.0 -1.4 0.5
C -3.101 0.536 -3.328 0.2 -0.4 -0.9
C -3.370 1.006 -1.922 0.1 -0.3 0.6
O -2.202 1.424 -1.228 -0.2 0.5 0.0
O -2.814 -0.855 -3.391 0.1 -0.4 0.5
H -2.226 1.034 -3.758 -0.3 0.5 0.1
H -3.956 0.635 -4.003 0.0 0.5 0.2
H -3.789 0.148 -1.383 -0.3 0.0 0.0
H -4.110 1.804 -1.862 0.2 0.2 -0.2
H -1.666 0.649 -0.990 -0.1 0.2 -0.1
H -2.522 -1.125 -2.512 0.2 -0.4 -0.1
C -0.162 -3.699 -1.840 0.5 -0.5 0.0
C 0.840 -4.611 -1.121 -0.4 0.4 0.2
O 1.513 -3.930 -0.064 -0.2 -0.2 -0.4
O -1.183 -3.186 -1.054 -1.6 -0.3 0.6
H -0.656 -4.355 -2.561 0.1 0.3 -0.4
H 0.373 -2.880 -2.333 0.1 -0.1 -0.2
H 1.535 -5.000 -1.872 0.2 0.1 0.0
H 0.327 -5.474 -0.694 -0.1 0.1 0.1
H 1.564 -3.018 -0.371 0.3 0.1 0.3
H -1.029 -2.356 -0.592 0.8 -0.2 -0.2
C -0.904 -3.150 2.958 -0.4 0.7 -0.8
C 0.592 -3.282 3.135 -0.1 0.5 0.3
O 1.080 -2.845 4.412 -0.7 -0.5 0.2
O -1.656 -3.970 3.808 -0.3 -0.6 1.0
H -1.206 -3.515 1.972 0.5 0.3 -0.3
H -1.243 -2.112 3.042 0.1 0.0 0.1
H 1.140 -2.587 2.501 -0.2 -0.6 -0.7
H 0.758 -4.341 2.924 0.8 0.1 0.1
H 0.609 -3.346 5.088 0.2 -0.1 0.1
H -1.837 -3.533 4.645 0.1 0.0 0.0
C 4.462 -0.945 -0.617 0.4 0.6 -2.0
C 3.419 -0.580 0.362 -2.0 2.1 1.1
O 3.907 -0.080 1.593 1.4 -0.8 1.4
O 5.307 -2.004 -0.234 -0.4 0.0 0.2
H 5.049 -0.105 -1.013 0.3 0.5 1.2
H 3.996 -1.104 -1.600 -0.5 -1.2 0.3
H 2.651 -1.313 0.631 0.5 -0.6 -0.5
H 2.830 0.307 0.099 -0.1 -0.5 -1.6
H 3.529 0.781 1.760 0.2 0.2 -0.2
H 5.399 -1.892 0.720 0.3 -0.2 0.0
C 3.571 2.919 -1.272 0.5 -0.5 -0.4
C 2.113 3.313 -1.102 0.1 0.0 0.9
O 2.158 4.558 -0.407 0.1 0.3 0.4
O 4.263 2.443 -0.089 -1.2 0.6 -0.2
H 4.138 3.784 -1.620 -0.2 0.1 -0.3
H 3.651 2.107 -1.993 0.0 0.1 -0.1
H 1.591 2.546 -0.519 0.1 0.0 0.2
H 1.536 3.413 -2.024 0.5 0.0 -0.3
H 1.330 4.794 0.029 -0.2 -0.3 -0.4
H 4.176 3.181 0.526 0.2 -0.1 0.2
C 1.771 -1.240 -4.581 -0.2 0.2 0.2
C 1.053 0.041 -4.042 0.0 -1.0 -1.4
O 1.654 0.560 -2.885 0.2 -0.2 0.3
O 3.175 -1.073 -4.541 0.0 0.1 0.3
H 1.539 -1.395 -5.635 -0.3 0.1 0.1
H 1.510 -2.160 -4.048 -0.2 0.1 0.2
H -0.009 -0.117 -3.833 -0.1 -0.3 -0.3
H 1.143 0.719 -4.894 0.0 0.6 0.5
H 1.187 0.089 -2.183 0.2 0.3 0.5
H 3.354 -0.870 -3.614 0.3 0.1 -0.1
C -5.109 -0.154 1.793 0.4 0.9 -0.2
C -4.023 -0.850 2.580 1.2 -0.9 -0.6
O -2.914 0.030 2.934 -1.1 0.2 0.4
O -5.638 0.854 2.662 0.1 -0.4 0.6
H -5.848 -0.856 1.404 -0.2 -0.1 0.4
H -4.681 0.326 0.910 0.2 0.0 0.0
H -3.493 -1.607 2.000 -0.4 0.0 -0.5
H -4.414 -1.428 3.418 -0.1 0.6 0.5
H -3.318 0.813 3.331 0.0 0.1 0.0
H -6.135 1.553 2.233 0.0 -0.2 -0.4
C -0.492 5.408 1.863 -1.0 -0.1 -0.4
C -1.101 4.018 2.187 0.5 3.4 0.6
O -0.482 2.996 1.488 -0.3 -0.7 0.0
O -0.698 5.758 0.474 0.5 -0.2 0.8
H 0.562 5.520 2.127 0.1 -0.3 0.1
H -1.080 6.129 2.439 0.2 0.0 0.4
H -2.172 4.179 2.036 -0.1 -0.7 -0.4
H -0.965 4.033 3.273 0.2 -1.1 0.0
H -0.883 3.031 0.607 0.2 -0.5 -0.2
H -0.487 6.697 0.492 -0.1 0.0 -0.7
```
Positions in Å, forces in eV/Å.

LUMO, eV: -0.37
Calculated total energy, a.u.: -1946.2471
Energy relative to the best compared isomer or geometry (same formula, charge and spin), kcal per mole: 0.0
HOMO-LUMO gap, Eh: 0.3372

How positive or negative is each atom? The Löwdin charges in e answer that: 0.18, 0.09, 0.03, 0.14, -0.37, 0.01, 0.01, 0.02, 0.00, -0.24, -0.24, -0.09, -0.08, 0.11, 0.12, 0.11, 0.12, 0.00, 0.06, -0.26, -0.22, -0.07, -0.07, 0.13, 0.10, 0.12, 0.12, 0.04, 0.00, -0.26, -0.22, -0.06, -0.05, 0.13, 0.09, 0.11, 0.13, 0.07, 0.08, -0.25, -0.25, -0.06, -0.03, 0.12, 0.10, 0.10, 0.10, 0.06, 0.09, -0.21, -0.23, -0.08, -0.07, 0.12, 0.11, 0.10, 0.12, 0.04, 0.08, -0.23, -0.22, -0.07, -0.06, 0.12, 0.09, 0.10, 0.12, 0.05, 0.05, -0.21, -0.17, -0.09, -0.06, 0.13, 0.11, 0.12, 0.13, 0.10, 0.09, -0.23, -0.26, -0.04, -0.08, 0.12, 0.12, 0.13, 0.12, 0.10, 0.09